1.
Entry from the Open Molecules 2025 dataset: a 9-piece molecular cluster, C36H72O19 overall in a non-equilibrium geometry (ωB97M-V with the def2-TZVPD basis set).

Properties
calculated total energy	-2844.351728	hartree
multiplicity	1
structure (SMILES)	CCOC(=O)OC.CCOC(=O)OC.CCOC(=O)OC.CCOC(=O)OC.CCOC(=O)OC.C1CCOC1.C1CCOC1.C1CCOC1.C1CCOC1
F_max	2.77	eV Å⁻¹
relative energy (zero: lowest compared OMol25 entry of this formula, charge and spin)	38.14	kcal/mol

Each line ends with the Mulliken charge.
Geometry (Å):
C1 -3.4266 -4.9335 -6.8379  -1.0595
C2 -4.5494 -4.3340 -5.9974  -0.3154
O1 -4.1030 -4.1072 -4.6581  -0.2784
C3 -4.3952 -2.9826 -4.0247  0.7507
O2 -5.0022 -2.0602 -4.4881  -0.5846
O3 -3.8497 -3.0812 -2.8034  -0.2838
C4 -3.7291 -1.9214 -2.0210  -0.5548
H1 -2.9370 -4.0677 -7.2990  0.2284
H2 -3.8809 -5.3465 -7.7414  0.4333
H3 -2.6699 -5.5214 -6.3335  0.3103
H4 -5.3939 -5.0218 -5.9563  0.2883
H5 -4.8756 -3.4270 -6.5018  0.3090
H6 -3.3606 -1.1314 -2.6848  0.3205
H7 -3.0194 -2.0504 -1.2076  0.0499
H8 -4.6723 -1.5617 -1.6007  0.4443
C5 -3.6063 4.1087 -0.3230  -1.3453
C6 -2.2705 4.7540 -0.5003  0.5609
O4 -1.4727 4.5135 0.6601  -0.2996
C7 -0.2940 5.0641 0.8504  0.8281
O5 0.2912 5.7563 0.0717  -0.5716
O6 0.0953 4.6575 2.0819  -0.2102
C8 1.3310 5.1614 2.5634  -0.7901
H9 -4.1179 4.5908 0.5149  0.3421
H10 -3.5182 3.1021 0.0968  0.2431
H11 -4.2205 4.0754 -1.2170  0.3829
H12 -2.3190 5.8394 -0.6346  0.4589
H13 -1.6490 4.4165 -1.3346  -0.4940
H14 1.2188 5.3020 3.6369  0.2047
H15 1.5850 6.1627 2.2073  0.4003
H16 2.1637 4.5139 2.2943  0.2943
C9 -0.0527 1.9668 5.0610  -0.6675
C10 0.6159 3.0136 5.8902  -0.6500
O7 2.0313 2.8410 5.7693  -0.1465
C11 2.8124 2.6867 6.8202  0.6978
O8 2.4399 2.5751 7.9599  -0.5752
O9 4.0688 2.7188 6.4097  -0.3180
C12 5.0487 2.4851 7.3942  -0.7428
H17 -1.1005 1.8192 5.3168  0.3752
H18 0.3529 0.9730 5.2732  0.4025
H19 0.0857 2.0549 3.9831  -0.0128
H20 0.2927 2.8114 6.9177  0.3790
H21 0.3890 4.0757 5.8063  0.3933
H22 5.9148 1.9650 6.9784  0.2694
H23 4.7548 1.8421 8.2218  0.3304
H24 5.4729 3.4082 7.7911  0.2846
C13 -0.0953 -2.6029 1.9640  -0.1443
C14 0.4856 -3.9617 2.2609  -0.7067
O10 -0.5213 -4.9589 2.4550  -0.1910
C15 -0.2573 -6.0431 3.1730  0.7109
O11 0.8367 -6.4015 3.5195  -0.5722
O12 -1.4058 -6.6274 3.4368  -0.3141
C16 -1.4609 -7.9150 4.0075  -0.6821
H25 0.7280 -1.8886 1.9696  0.1946
H26 -0.8173 -2.2516 2.7018  -0.0508
H27 -0.5842 -2.5896 0.9872  0.0984
H28 0.9477 -3.8292 3.2434  0.3844
H29 1.1673 -4.3215 1.4934  0.3391
H30 -0.4389 -8.2780 4.1280  0.3508
H31 -2.0000 -8.6513 3.4103  0.2460
H32 -1.9889 -7.8648 4.9589  0.2340
C17 0.0691 -3.8950 -2.7004  -1.0297
C18 -0.2642 -2.6936 -3.5931  0.9640
O13 0.4973 -2.6506 -4.7919  -0.4377
C19 0.2857 -3.5966 -5.7060  0.7431
O14 -0.5551 -4.4483 -5.5872  -0.5306
O15 1.0781 -3.3980 -6.7576  -0.3520
C20 0.7788 -4.2612 -7.8582  -0.5593
H33 -0.0911 -3.5661 -1.6715  0.0933
H34 1.0727 -4.2932 -2.8399  0.3791
H35 -0.6477 -4.6877 -2.9058  0.3260
H36 -0.1138 -1.7511 -3.0781  -0.2554
H37 -1.3295 -2.8289 -3.7945  -0.0454
H38 1.2483 -3.7839 -8.7153  0.2456
H39 -0.2978 -4.2659 -8.0318  0.2237
H40 1.1178 -5.2803 -7.6840  0.2747
C21 0.2035 1.0692 1.1745  0.3383
C22 0.4817 1.3604 -0.3286  0.1319
C23 0.0113 0.0641 -0.9408  -0.1757
O16 -1.1858 -0.2380 -0.2819  -0.2967
C24 -1.2164 0.4662 0.9698  0.4873
H41 0.0325 1.9378 1.8070  -0.4063
H42 0.9345 0.3592 1.5568  0.2551
H43 1.5614 1.5010 -0.3960  -0.0476
H44 -0.0918 2.2530 -0.5751  -0.3375
H45 0.7476 -0.7222 -0.7210  0.2253
H46 -0.0548 0.1873 -2.0245  0.2728
H47 -1.6169 -0.1502 1.7697  -0.5294
H48 -1.8494 1.3344 0.7612  0.0218
C25 0.0846 3.6149 -3.4324  0.4142
C26 -0.0145 3.3662 -4.9264  -0.7068
C27 1.3273 3.9974 -5.3507  -0.5549
O17 1.3216 5.1657 -4.5713  -0.4882
C28 0.9447 4.8519 -3.2367  -0.2407
H49 0.5508 2.7249 -2.9972  -0.3248
H50 -0.9262 3.6228 -3.0180  0.2050
H51 -0.7394 4.0171 -5.4157  0.2962
H52 -0.1089 2.3187 -5.2082  0.3584
H53 1.3565 4.1950 -6.4234  0.3794
H54 2.2184 3.3792 -5.1710  0.2200
H55 0.4191 5.6860 -2.7741  0.1668
H56 1.8066 4.6282 -2.6002  0.2699
C29 6.4627 1.6774 -1.1931  -0.6634
C30 7.4446 2.8134 -1.4935  -0.5799
C31 6.5205 3.8505 -2.1144  -0.4198
O18 5.3509 3.6693 -1.3244  -0.3760
C32 5.2476 2.4582 -0.6298  -0.0943
H57 6.8504 0.8620 -0.5839  0.3916
H58 6.1788 1.2424 -2.1559  0.2706
H59 8.1259 2.5660 -2.3141  0.3132
H60 7.9566 3.1227 -0.5838  0.2995
H61 6.3485 3.5658 -3.1567  0.2790
H62 6.8713 4.8757 -2.0258  0.2709
H63 4.3324 1.8812 -0.7729  0.0603
H64 5.3869 2.6670 0.4367  0.2339
C33 -3.4740 -1.1978 4.0256  -0.2536
C34 -2.5398 -0.8577 5.1612  0.4165
C35 -3.2116 -1.4237 6.3907  -0.6422
O19 -3.6897 -2.6807 5.8611  -0.4037
C36 -3.9955 -2.6142 4.4656  -0.4547
H65 -3.0049 -1.2532 3.0476  -0.2107
H66 -4.4139 -0.6480 4.0754  0.4696
H67 -2.2686 0.1939 5.2566  -0.1641
H68 -1.5693 -1.3527 5.0649  0.1798
H69 -3.9812 -0.8288 6.8918  0.2799
H70 -2.5272 -1.6628 7.2061  0.3068
H71 -5.0848 -2.6312 4.4523  0.2601
H72 -3.4375 -3.4058 3.9673  0.2782

2.
Entry from the Open Molecules 2025 dataset: a 12-piece molecular cluster, C36H72O36 overall in a non-equilibrium geometry (ωB97M-V with the def2-TZVPD basis set).

Properties
calculated total energy	-4123.597275	hartree
multiplicity	1
structure (SMILES)	COC(=O)OC.COC(=O)OC.COC(=O)OC.COC(=O)OC.COC(=O)OC.COC(=O)OC.COC(=O)OC.COC(=O)OC.COC(=O)OC.COC(=O)OC.COC(=O)OC.COC(=O)OC
F_max	2.41	eV Å⁻¹
relative energy (zero: lowest compared OMol25 entry of this formula, charge and spin)	12.37	kcal/mol

Each line ends with the Mulliken charge.
Geometry (Å):
C1 1.0378 -3.5474 -6.3355  -0.5988
O1 1.8075 -2.3542 -6.3570  -0.3915
C2 2.5495 -2.0911 -5.3179  0.9003
O2 2.9742 -2.9092 -4.5701  -0.5374
O3 2.8031 -0.8250 -5.3156  -0.3170
C3 3.7560 -0.3615 -4.3692  -0.0254
H1 0.5228 -3.6801 -5.3776  0.1173
H2 1.6964 -4.4202 -6.3901  0.3500
H3 0.3002 -3.5440 -7.1274  0.2522
H4 3.3765 -0.4616 -3.3527  -0.2149
H5 3.9864 0.6865 -4.5349  0.2724
H6 4.7051 -0.9075 -4.3994  0.3936
C4 4.8271 -3.3470 -2.1664  -0.4349
O4 5.7001 -4.4470 -1.8853  -0.2564
C5 6.8556 -4.4300 -2.4803  0.7748
O5 7.2743 -3.5510 -3.1603  -0.5692
O6 7.5184 -5.5257 -2.1742  -0.3588
C6 8.7671 -5.7375 -2.8498  -0.6648
H7 5.0719 -2.5575 -1.4525  -0.1158
H8 3.8001 -3.5917 -1.9070  0.0877
H9 4.9406 -3.0639 -3.2018  0.6338
H10 9.1261 -6.7089 -2.5433  0.2242
H11 9.4745 -4.9593 -2.5433  0.2945
H12 8.6469 -5.5802 -3.9212  0.3022
C7 -1.0814 1.8776 0.8681  -0.0410
O7 -0.0559 0.9144 0.9404  -0.4891
C8 0.4752 0.5599 -0.2122  0.1638
O8 0.1877 1.0058 -1.2865  -0.5666
O9 1.5137 -0.2197 0.0346  0.0374
C9 2.1341 -0.8649 -1.0800  -0.4757
H13 -0.7003 2.7534 0.3480  0.3622
H14 -1.4546 2.1434 1.8538  0.3673
H15 -1.9671 1.4967 0.3526  -0.0663
H16 2.0962 -0.2454 -1.9706  0.5039
H17 1.5686 -1.7606 -1.3287  0.0584
H18 3.1442 -1.1844 -0.8573  -0.0934
C10 -8.8776 1.5782 3.5628  -0.6492
O10 -7.7020 0.9456 4.0846  -0.3653
C11 -6.5511 1.5579 3.8763  0.8980
O11 -6.3558 2.7201 3.6985  -0.5541
O12 -5.5850 0.6428 4.0359  -0.3154
C12 -4.2460 1.1073 4.0777  -0.1728
H19 -9.7501 0.9970 3.8546  0.2281
H20 -8.8570 1.5240 2.4739  0.2936
H21 -8.9591 2.5674 4.0065  0.2952
H22 -3.5931 0.2600 4.2784  0.2342
H23 -4.1330 1.8916 4.8229  0.3357
H24 -3.9116 1.4543 3.0963  -0.1562
C13 -5.3277 0.0874 0.9218  -0.5899
O13 -6.1072 -1.0711 1.0374  -0.2750
C14 -7.3772 -0.9431 0.6664  0.8708
O14 -7.9239 0.0704 0.3388  -0.5694
O15 -7.9240 -2.1505 0.6278  -0.3684
C15 -9.2620 -2.3071 0.2635  -0.6509
H25 -5.8856 0.9866 1.1809  0.2260
H26 -5.0104 0.1873 -0.1193  0.4529
H27 -4.4221 0.1078 1.5159  0.0522
H28 -9.9234 -1.9105 1.0369  0.2792
H29 -9.4891 -3.3579 0.1249  0.2430
H30 -9.5207 -1.7868 -0.6604  0.2982
C16 -2.4255 -1.7551 -6.3721  -0.5286
O16 -2.6453 -2.3773 -5.1429  -0.3859
C17 -1.7034 -2.2527 -4.2289  0.7925
O17 -0.7281 -1.5825 -4.3278  -0.3863
O18 -2.0573 -3.0126 -3.2073  -0.4052
C18 -1.1598 -3.1132 -2.1196  -0.1467
H31 -3.0377 -2.2182 -7.1403  0.2585
H32 -1.3663 -1.8225 -6.6213  0.1709
H33 -2.6710 -0.6910 -6.4437  0.2485
H34 -0.1758 -3.5554 -2.2963  0.2525
H35 -1.6240 -3.6858 -1.3175  0.2911
H36 -0.9441 -2.1482 -1.6488  -0.1001
C19 0.8508 5.5275 2.0392  -0.7522
O19 1.9548 4.6526 1.8014  -0.2255
C20 2.9288 4.6415 2.6982  0.5789
O20 3.0522 5.4430 3.5576  -0.5788
O21 3.6080 3.5247 2.5314  -0.0284
C21 4.5729 3.2304 3.5405  -0.6227
H37 0.2519 5.4734 1.1439  0.2030
H38 1.2711 6.5113 2.2539  0.4143
H39 0.3284 5.2611 2.9585  0.2965
H40 5.4250 3.8975 3.4253  0.3023
H41 4.8416 2.1857 3.4530  0.0592
H42 4.1862 3.3806 4.5499  0.3796
C22 2.4351 -5.7341 1.1002  -0.2657
O22 1.5680 -5.1584 2.0751  -0.3985
C23 0.6530 -4.3331 1.6645  0.7798
O23 0.5827 -3.9021 0.5423  -0.3918
O24 -0.1340 -4.0450 2.6686  -0.3937
C24 -1.0347 -2.9686 2.4511  -0.3647
H43 3.1801 -6.3084 1.6309  0.2279
H44 2.8931 -4.9339 0.5158  -0.0992
H45 1.8358 -6.3515 0.4304  0.3607
H46 -1.6688 -3.1417 1.5828  0.2453
H47 -0.4191 -2.0914 2.2923  0.1332
H48 -1.6613 -2.8595 3.3275  0.2148
C25 3.7885 -0.3640 2.1405  -0.5731
O25 4.3805 -1.4405 1.3973  -0.0894
C26 4.7442 -2.5546 1.9971  0.5574
O26 4.7740 -2.7286 3.1698  -0.5908
O27 5.2366 -3.3786 1.0753  -0.0753
C27 5.6126 -4.6890 1.4644  -1.0423
H49 2.8614 -0.7047 2.5979  0.3447
H50 3.6503 0.4497 1.4499  -0.1455
H51 4.4720 -0.1398 2.9604  0.4164
H52 5.3831 -5.4141 0.6779  0.3246
H53 5.1446 -5.1244 2.3453  0.4287
H54 6.6937 -4.8120 1.5729  0.3276
C28 -5.2532 5.5130 -1.8397  -0.5927
O28 -4.7939 4.4690 -2.6937  -0.3902
C29 -3.9335 3.5970 -2.2140  0.7813
O29 -3.3938 3.6217 -1.1391  -0.4905
O30 -3.7935 2.6484 -3.1341  -0.3460
C30 -2.7657 1.7005 -2.9132  0.0865
H55 -5.9611 6.1018 -2.4073  0.2177
H56 -4.4083 6.1423 -1.5522  0.2878
H57 -5.6966 5.0976 -0.9355  0.2674
H58 -3.1265 0.7120 -3.1940  0.2035
H59 -2.5116 1.6346 -1.8570  -0.2571
H60 -1.8593 1.9202 -3.4731  0.2586
C31 -3.6921 4.3280 2.3950  0.1304
O31 -3.1051 5.3571 3.1716  -0.2905
C32 -3.2363 5.3070 4.4886  0.8425
O32 -3.7505 4.4398 5.1215  -0.5425
O33 -2.6927 6.3965 5.0078  -0.3489
C33 -2.9147 6.6920 6.3757  -0.6899
H61 -3.0236 3.8313 1.6952  -0.2053
H62 -4.3991 4.8353 1.7333  0.1913
H63 -4.2844 3.6206 2.9657  0.0067
H64 -3.9166 7.0918 6.5189  0.2942
H65 -2.1726 7.4255 6.6787  0.2372
H66 -2.7487 5.8148 7.0025  0.3138
C34 2.9954 2.5984 -0.6738  -0.7112
O34 3.8589 1.6632 -1.3090  -0.2482
C35 5.0157 1.3454 -0.7346  0.7907
O35 5.5488 1.9648 0.1477  -0.6226
O36 5.4649 0.2661 -1.3461  -0.0187
C36 6.7445 -0.2026 -0.9336  -0.8297
H67 2.0189 2.5100 -1.1410  0.2701
H68 3.2544 3.6551 -0.7593  0.4237
H69 2.9252 2.3285 0.3789  0.2162
H70 7.3601 0.6236 -0.5687  0.4176
H71 7.2136 -0.7184 -1.7611  0.2403
H72 6.6439 -0.8384 -0.0494  0.1685

HOMO-LUMO gap list, top to bottom, in eV: 9.9, 11.0